one | Entry from the Open Molecules 2025 dataset: 3 unconnected molecules or ions with the total composition C4H14O2S (ωB97M-V/def2-TZVPD).

XYZ file:
```
21
Properties=species:S:1:pos:R:3:lowdin_charge:R:1
C 1.45990 0.52919 1.51452 -0.13
C 1.22505 -0.80877 0.83967 -0.30
C 1.14176 -0.58293 -0.69761 -0.27
C 1.30228 -1.84614 -1.55170 -0.55
S 0.79800 -3.43453 -0.80661 0.69
H 1.32196 0.51910 2.59586 0.07
H 2.45599 0.91243 1.28237 0.07
H 0.78363 1.31934 1.18160 0.07
H 0.28358 -1.23316 1.19532 0.09
H 1.93566 -1.60996 1.03494 0.09
H 1.96565 0.08911 -0.94893 0.10
H 0.23894 -0.00854 -0.89951 0.11
H 2.29205 -1.90515 -2.00629 0.07
H 0.70666 -1.82882 -2.46970 0.05
H -0.50982 -3.23114 -0.85105 -0.16
O -4.10047 0.12129 -2.51035 -0.09
H -3.63209 -0.67574 -2.86880 0.05
H -4.52493 -0.30324 -1.74463 0.03
O -1.71127 4.76573 2.14702 -0.08
H -2.10014 4.00918 2.60935 0.03
H -1.33239 5.20273 2.95453 0.06
```

Results
M in Da: 126.22
Structure (SMILES): CCCCS.O.O
Kohn-Sham gap in Ha: 0.3478
LUMO in eV: 0.40


two | Entry from the Open Molecules 2025 dataset: 3 unconnected molecules or ions with the total composition C4H14O2S (ωB97M-V/def2-TZVPD).

XYZ file:
```
21
Properties=species:S:1:pos:R:3:lowdin_charge:R:1
C -2.04339 1.74722 0.91170 -0.08
C -0.90190 0.60397 0.75535 -0.28
C -1.26944 -0.31416 -0.34447 -0.30
C -0.30714 -1.59782 -0.45360 -0.66
S -0.50096 -2.56318 -1.88312 0.66
H -2.18121 2.34912 0.09899 0.02
H -2.96582 1.38178 1.36854 0.06
H -1.68643 2.46653 1.76593 0.10
H -0.88103 0.02940 1.67200 0.10
H 0.09392 1.04128 0.56244 0.10
H -1.32897 0.11671 -1.38545 0.10
H -2.33665 -0.57788 0.03608 0.14
H -0.29945 -2.18200 0.42406 0.05
H 0.69449 -1.11173 -0.53738 0.04
H -1.23205 -1.54581 -2.73180 -0.04
O 3.24027 0.81361 -1.24386 -0.15
H 2.62629 0.33704 -0.54695 0.01
H 3.07565 0.23519 -2.03248 0.04
O 2.64201 -0.51551 0.85547 -0.04
H 2.03395 -0.08876 1.36703 -0.01
H 3.52786 -0.62502 1.34153 0.13
```

Results
M in Da: 126.22
Structure (SMILES): CCCCS.O.O
Kohn-Sham gap in Ha: 0.3414
LUMO in eV: 0.45


Energies in eV, measured from the most stable structure: one 0.000; two 1.102.


one | Entry from the Open Molecules 2025 dataset: 3 unconnected molecules or ions with the total composition C4H14O2S (ωB97M-V/def2-TZVPD).

XYZ file:
```
21
Properties=species:S:1:pos:R:3:lowdin_charge:R:1
C 1.19759 -1.32068 2.04260 -0.12
C 0.71833 -0.15306 1.18785 -0.28
C 1.54875 -0.01203 -0.10989 -0.29
C 0.93407 1.10851 -0.94534 -0.57
S 1.93874 1.51051 -2.41710 0.68
H 0.68721 -1.38056 3.00489 0.07
H 1.00389 -2.25994 1.52097 0.07
H 2.26913 -1.25268 2.23755 0.07
H 0.66142 0.78883 1.73847 0.11
H -0.31414 -0.34387 0.87378 0.10
H 1.46477 -1.00163 -0.56120 0.11
H 2.59101 0.22525 0.09956 0.10
H 0.99487 2.05662 -0.41466 0.07
H -0.06210 0.84141 -1.28150 0.04
H 2.02202 0.28786 -2.96748 -0.15
O -3.40541 0.69270 0.93551 -0.04
H -3.68793 -0.16544 1.25063 0.04
H -3.06541 0.51341 0.05198 -0.01
O -2.21379 -0.10225 -2.18984 -0.03
H -2.94192 -0.60432 -2.52285 0.04
H -2.34108 0.57137 -1.53394 0.00
```

Results
M in Da: 126.22
Structure (SMILES): CCCCS.O.O
Kohn-Sham gap in Ha: 0.3376
LUMO in eV: 0.37


two | Entry from the Open Molecules 2025 dataset: 3 unconnected molecules or ions with the total composition C4H14O2S (ωB97M-V/def2-TZVPD).

XYZ file:
```
21
Properties=species:S:1:pos:R:3:lowdin_charge:R:1
C 0.40904 1.80508 -1.88509 -0.11
C 1.32947 1.17262 -0.82457 -0.34
C 0.53293 0.49205 0.25961 -0.51
S 0.19180 -1.25603 -0.23278 0.78
C -1.15421 -1.63197 0.98005 -0.40
H -0.34546 2.38482 -1.34812 0.06
H 0.94406 2.52115 -2.49937 0.07
H -0.11935 0.99861 -2.38772 0.06
H 2.00965 1.89954 -0.36691 0.10
H 2.05051 0.46072 -1.23743 0.09
H -0.43784 0.90261 0.56858 0.07
H 0.98917 0.49566 1.25582 0.06
H -0.79189 -1.46855 1.99509 0.03
H -2.12890 -1.17705 0.81315 0.01
H -1.26144 -2.71629 0.92781 0.02
O 2.64463 -1.43561 2.17292 -0.09
H 3.53297 -1.70500 1.91096 0.04
H 2.02156 -2.19850 2.15336 0.04
O -3.61591 0.17357 -0.44000 -0.05
H -3.82895 -0.51403 -1.09292 0.06
H -2.97185 0.79660 -0.72244 0.01
```

Results
M in Da: 126.22
Structure (SMILES): CCCSC.O.O
Kohn-Sham gap in Ha: 0.3328
LUMO in eV: 0.71


Energies in eV, measured from the most stable structure: one 0.000; two 0.072.


one | Entry from the Open Molecules 2025 dataset: C14H20N2O3 in the gas phase (ωB97M-V/def2-TZVPD).

XYZ file:
```
39
Properties=species:S:1:pos:R:3:lowdin_charge:R:1
C -2.68932 1.38956 -0.85403 -0.07
C -2.87261 -0.01972 -0.28170 -0.46
C -4.30409 -0.47763 -0.39076 -0.10
C -2.18227 -0.36347 1.02862 -0.33
N -2.53141 0.56162 2.09417 0.06
C -0.62641 -0.46144 0.81357 -0.38
O 0.09401 0.29552 1.45561 0.08
N -0.27284 -1.39866 -0.14726 0.09
C 0.95884 -1.93889 -0.60655 -0.18
C 1.71405 -0.79438 -1.51019 -0.06
C 2.26222 0.28938 -0.69317 -0.23
C 3.43510 0.24414 0.12995 -0.02
C 3.98407 1.34253 0.81011 -0.07
C 3.22361 2.50114 0.83256 -0.09
C 2.06597 2.60488 0.06158 -0.11
C 1.71730 1.58655 -0.76167 -0.09
C 1.75369 -2.51074 0.57294 -0.45
O 1.54404 -2.45843 1.74133 0.17
O 2.97764 -2.88695 0.09198 0.11
H -2.84805 1.40063 -1.96778 0.08
H -1.51846 1.40497 -0.86992 0.09
H -3.25612 2.24834 -0.35920 0.11
H -2.28160 -0.75461 -0.97405 0.14
H -4.74546 -0.15775 -1.28631 0.04
H -4.92266 0.05128 0.46466 0.12
H -4.45881 -1.63350 -0.33458 0.11
H -2.55110 -1.32002 1.27723 0.13
H -2.31311 -0.01215 2.92923 0.09
H -1.81095 1.34764 2.05718 0.11
H -1.03971 -2.00624 -0.39629 0.13
H 0.73050 -2.70972 -1.24652 0.13
H 0.85739 -0.47807 -2.07521 0.10
H 2.37808 -1.18460 -2.29809 0.13
H 3.87923 -0.71176 0.19982 0.08
H 4.87518 1.17900 1.46251 0.12
H 3.64221 3.36523 1.41756 0.12
H 1.48355 3.52519 -0.08946 0.11
H 0.80151 1.82623 -1.47982 0.14
H 2.84679 -2.88510 -0.81808 0.05
```

Results
M in Da: 264.32
Structure (SMILES): CC(C)[C@H](N)C(=O)N[C@@H](Cc1ccccc1)C(=O)O
Kohn-Sham gap in Ha: 0.3339
LUMO in eV: 0.16


two | Entry from the Open Molecules 2025 dataset: C14H20N2O3 in the gas phase (ωB97M-V/def2-TZVPD).

XYZ file:
```
39
Properties=species:S:1:pos:R:3:lowdin_charge:R:1
C 0.14849 3.86717 -4.99151 -0.08
C -0.74745 2.64884 -4.77666 -0.28
O -1.17493 2.45820 -3.44708 -0.15
C -0.17860 2.06312 -2.52534 -0.22
C 0.24745 3.20988 -1.60114 -0.15
C 1.33754 2.76615 -0.62378 -0.18
N 0.90618 1.68261 0.22569 0.06
C 1.33266 0.40797 0.04422 -0.47
O 2.18864 0.11464 -0.76854 0.07
C 0.70534 -0.60000 0.94519 -0.14
C 1.46976 -1.69489 1.33896 0.00
C 0.95263 -2.67093 2.16555 0.01
C -0.36656 -2.57629 2.60322 -0.22
N -0.96127 -3.52332 3.43788 0.11
C -0.41218 -4.64110 4.00640 -0.51
C -1.41597 -5.39962 4.85126 0.00
O 0.73353 -4.99248 3.86151 0.08
C -1.14676 -1.49685 2.18725 -0.02
C -0.61743 -0.51834 1.37105 -0.03
H 0.31697 4.00630 -6.05619 0.07
H 1.11224 3.73262 -4.50610 0.07
H -0.32960 4.75816 -4.59177 0.08
H -0.23141 1.74614 -5.13753 0.12
H -1.67464 2.76910 -5.34363 0.12
H 0.69600 1.65446 -3.04377 0.13
H -0.61598 1.25814 -1.92273 0.12
H 0.62609 4.04246 -2.19376 0.10
H -0.63027 3.56177 -1.05439 0.12
H 1.64437 3.61245 -0.00075 0.12
H 2.20524 2.39403 -1.17435 0.12
H 0.18070 1.87514 0.89652 0.13
H 2.48593 -1.76497 0.98252 0.12
H 1.55727 -3.50733 2.47230 0.10
H -1.93325 -3.34144 3.64910 0.14
H -1.80438 -4.76150 5.64237 0.08
H -2.24488 -5.73955 4.23361 0.08
H -0.92666 -6.26127 5.29533 0.08
H -2.17858 -1.42954 2.50520 0.11
H -1.25622 0.29008 1.04388 0.11
```

Results
M in Da: 264.32
Structure (SMILES): CCOCCCNC(=O)c1ccc(NC(C)=O)cc1
Kohn-Sham gap in Ha: 0.3411
LUMO in eV: 0.58


Energies in eV, measured from the most stable structure: one 2.444; two 0.000.